No. 1
{"formula": "C31H28O6S", "method": "ωB97M-V/def2-TZVPD", "de_lowest_kj_mol": 0.00, "fmax_ev_per_a": 2.1, "orbital_gap_ha": 0.099, "species": ["C", "C", "O", "C", "C", "O", "C", "S", "C", "C", "C", "C", "C", "C", "O", "O", "O", "H", "H", "H", "H", "H", "H", "H", "H", "H", "H", "H", "H", "H", "C", "O", "C", "C", "C", "C", "C", "C", "C", "C", "C", "C", "C", "C", "C", "C", "C", "C", "C", "C", "C", "H", "H", "H", "H", "H", "H", "H", "H", "H", "H", "H", "H", "H", "H", "H"], "positions_angstrom": [[1.084, -4.807, 0.820], [0.661, -3.405, 1.146], [1.712, -2.571, 0.602], [1.421, -1.263, 0.782], [2.563, -0.433, 0.385], [2.567, 0.870, 0.542], [1.401, 1.663, 0.155], [4.239, -1.305, 0.308], [5.401, 0.052, 0.593], [6.202, 0.506, -0.458], [7.070, 1.589, -0.261], [7.142, 2.217, 0.993], [6.388, 1.709, 2.057], [5.517, 0.630, 1.859], [4.389, -2.154, 1.468], [4.450, -1.801, -1.032], [0.365, -0.850, 1.283], [0.322, -5.485, 1.207], [1.153, -4.943, -0.262], [2.047, -5.071, 1.269], [-0.289, -3.151, 0.645], [0.568, -3.236, 2.234], [1.677, 2.674, 0.453], [1.267, 1.591, -0.932], [0.508, 1.309, 0.682], [6.132, 0.017, -1.428], [7.685, 1.939, -1.083], [7.783, 3.086, 1.131], [6.479, 2.158, 3.046], [4.936, 0.236, 2.693], [-3.711, -4.953, -2.369], [-2.635, -4.048, -2.747], [-2.574, -2.836, -2.124], [-1.723, -1.848, -2.681], [-1.595, -0.621, -2.072], [-2.268, -0.325, -0.866], [-2.222, 1.005, -0.332], [-2.551, 1.363, 1.036], [-2.822, 2.770, 1.079], [-3.315, 3.380, 2.224], [-3.499, 2.598, 3.369], [-3.226, 1.209, 3.337], [-2.758, 0.593, 2.174], [-2.645, 3.308, -0.261], [-2.282, 2.226, -1.134], [-2.312, 2.463, -2.512], [-2.548, 3.764, -2.986], [-2.818, 4.830, -2.100], [-2.920, 4.585, -0.729], [-3.110, -1.326, -0.311], [-3.291, -2.541, -0.940], [-3.653, -5.744, -3.116], [-3.540, -5.361, -1.366], [-4.688, -4.457, -2.407], [-1.197, -2.085, -3.601], [-1.036, 0.162, -2.577], [-3.492, 4.454, 2.207], [-3.830, 3.067, 4.294], [-3.387, 0.619, 4.241], [-2.611, -0.489, 2.135], [-2.242, 1.643, -3.223], [-2.526, 3.966, -4.059], [-2.935, 5.846, -2.482], [-3.149, 5.370, -0.007], [-3.744, -1.081, 0.539], [-3.980, -3.278, -0.525]]}

---

No. 2
{"formula": "C31H29BrClCoF6N5O3S", "method": "ωB97M-V/def2-TZVPD", "fmax_ev_per_a": 0.6, "total_charge": 1, "orbital_gap_ha": 0.275, "species": ["Co", "O", "C", "C", "C", "C", "C", "C", "C", "O", "N", "N", "C", "C", "Br", "C", "C", "C", "C", "C", "C", "C", "H", "H", "H", "H", "H", "H", "H", "H", "H", "H", "H", "H", "H", "H", "Cl", "C", "C", "C", "C", "N", "C", "H", "H", "H", "H", "C", "C", "O", "C", "F", "F", "F", "C", "F", "F", "F", "H", "H", "H", "C", "C", "C", "C", "N", "C", "S", "N", "C", "H", "H", "H", "H", "H", "H", "H", "H"], "positions_angstrom": [[-0.755, 0.480, 0.112], [3.491, 0.412, -2.721], [3.779, -0.230, -1.553], [5.119, -0.280, -1.187], [5.488, -0.873, 0.006], [4.523, -1.419, 0.850], [3.192, -1.378, 0.471], [2.803, -0.801, -0.736], [1.347, -0.693, -1.132], [0.851, 0.530, -0.698], [0.554, -1.775, -0.564], [-0.655, -1.445, -0.079], [-1.529, -2.341, 0.176], [-2.825, -2.087, 0.778], [-3.062, -0.421, 1.670], [-3.825, -2.969, 0.835], [-3.864, -4.294, 0.187], [-4.497, -5.340, 0.861], [-4.551, -6.607, 0.306], [-3.994, -6.843, -0.944], [-3.395, -5.803, -1.640], [-3.332, -4.535, -1.081], [2.541, 0.534, -2.824], [5.851, 0.157, -1.852], [6.534, -0.911, 0.280], [4.813, -1.890, 1.780], [2.429, -1.811, 1.106], [1.255, -0.757, -2.232], [0.684, -2.721, -0.897], [-1.302, -3.379, -0.052], [-4.692, -2.705, 1.430], [-4.942, -5.156, 1.832], [-5.036, -7.411, 0.844], [-4.044, -7.831, -1.383], [-2.992, -5.973, -2.629], [-2.918, -3.718, -1.655], [-3.023, 4.967, 2.308], [-1.860, 4.331, 1.208], [-1.088, 5.166, 0.415], [-0.170, 4.588, -0.443], [-0.045, 3.213, -0.486], [-0.806, 2.426, 0.274], [-1.697, 2.965, 1.108], [-1.215, 6.239, 0.472], [0.446, 5.198, -1.089], [0.664, 2.706, -1.124], [-2.292, 2.292, 1.708], [-3.708, 1.276, -2.746], [-2.344, 0.621, -2.529], [-2.033, 0.626, -1.198], [-2.429, -0.848, -3.014], [-1.251, -1.499, -2.889], [-3.315, -1.513, -2.246], [-2.825, -0.981, -4.283], [-1.295, 1.394, -3.368], [-1.575, 1.385, -4.676], [-1.261, 2.683, -2.976], [-0.045, 0.917, -3.226], [-4.417, 0.804, -2.069], [-4.051, 1.164, -3.773], [-3.637, 2.332, -2.499], [3.878, 1.743, 5.236], [3.261, 1.966, 3.896], [3.716, 2.842, 2.955], [3.012, 2.942, 1.745], [1.935, 2.209, 1.483], [1.511, 1.337, 2.387], [0.228, 0.227, 2.181], [2.163, 1.241, 3.587], [3.443, 3.888, 0.676], [4.776, 2.344, 5.347], [4.143, 0.692, 5.363], [3.176, 2.014, 6.026], [4.596, 3.438, 3.143], [1.803, 0.568, 4.254], [4.432, 4.298, 0.867], [2.725, 4.710, 0.619], [3.432, 3.376, -0.286]]}

---

No. 3
{"formula": "C31H29BrN3O7PS3Tc", "method": "ωB97M-V/def2-TZVPD", "spin_multiplicity": 4, "de_lowest_kj_mol": 0.00, "fmax_ev_per_a": 3.3, "total_charge": -2, "orbital_gap_ha": [0.193, 0.181], "s_squared": 3.78, "species": ["Tc", "S", "C", "C", "C", "C", "N", "C", "C", "C", "S", "C", "N", "H", "H", "C", "C", "C", "C", "N", "C", "C", "C", "C", "C", "C", "C", "H", "H", "H", "H", "H", "H", "H", "H", "O", "S", "O", "O", "O", "Br", "C", "C", "C", "C", "C", "C", "H", "H", "H", "H", "C", "C", "O", "P", "O", "C", "C", "O", "C", "C", "H", "H", "H", "H", "H", "H", "H", "H", "H", "H", "H", "H", "H", "H", "H"], "positions_angstrom": [[-1.619, -0.652, 2.045], [-3.409, -1.581, 0.887], [-4.035, -0.181, 0.101], [-4.753, 0.754, 0.884], [-5.042, 1.943, 0.252], [-5.563, 3.053, 0.968], [-6.124, 3.936, 1.492], [-4.796, 2.103, -1.138], [-4.519, 0.984, -1.898], [-3.922, -0.137, -1.358], [-3.112, -1.267, -2.389], [-4.891, 3.378, -1.740], [-5.151, 4.429, -2.182], [-5.099, 0.573, 1.900], [-4.689, 1.114, -2.948], [-4.203, -1.883, 5.316], [-3.530, -1.497, 6.445], [-2.199, -1.024, 6.267], [-1.695, -0.919, 4.956], [-2.422, -1.252, 3.875], [-3.680, -1.676, 4.037], [-0.358, -0.527, 4.608], [0.661, -0.293, 5.550], [2.002, -0.247, 5.182], [2.286, -0.335, 3.814], [1.289, -0.406, 2.863], [-0.030, -0.563, 3.267], [-5.186, -2.308, 5.455], [-3.901, -1.660, 7.462], [-1.599, -0.779, 7.182], [-4.260, -1.907, 3.169], [0.277, -0.282, 6.562], [2.701, -0.117, 5.966], [3.345, -0.321, 3.597], [1.472, -0.252, 1.823], [-2.255, 1.183, 2.539], [-1.283, 1.887, 1.530], [-1.911, 2.879, 0.710], [-0.851, 0.606, 0.692], [-0.099, 2.393, 2.226], [0.876, -6.068, -1.179], [0.309, -4.579, -0.215], [0.323, -4.497, 1.190], [-0.091, -3.357, 1.784], [-0.758, -2.312, 1.068], [-0.714, -2.398, -0.335], [-0.235, -3.526, -0.984], [0.852, -5.332, 1.671], [-0.038, -3.224, 2.882], [-1.283, -1.659, -0.954], [-0.303, -3.674, -2.068], [4.202, 2.538, -7.130], [3.061, 2.328, -6.109], [3.136, 0.975, -5.601], [2.295, 0.600, -4.188], [2.878, 1.809, -3.293], [2.491, 2.146, -1.921], [3.612, 2.987, -1.356], [2.985, -0.777, -3.737], [4.427, -0.817, -3.468], [5.080, -1.394, -4.669], [4.168, 3.585, -7.412], [3.975, 1.909, -7.994], [5.181, 2.356, -6.664], [2.041, 2.426, -6.566], [3.141, 3.001, -5.199], [2.193, 1.271, -1.305], [1.590, 2.745, -1.974], [4.544, 2.450, -1.309], [3.323, 3.389, -0.340], [3.723, 3.875, -2.008], [4.645, -1.487, -2.567], [4.825, 0.196, -3.207], [4.690, -2.399, -4.848], [6.167, -1.459, -4.459], [4.841, -0.775, -5.504]]}

---

No. 4
{"formula": "C31H29BrN7O4PdS2Si", "method": "ωB97M-V/def2-TZVPD", "fmax_ev_per_a": 0.8, "total_charge": -1, "orbital_gap_ha": 0.230, "species": ["Pd", "C", "C", "C", "C", "C", "C", "N", "N", "C", "C", "C", "C", "C", "N", "H", "H", "H", "H", "H", "H", "H", "H", "H", "N", "C", "C", "C", "C", "C", "C", "S", "O", "O", "N", "C", "S", "C", "C", "N", "H", "H", "H", "H", "H", "H", "H", "H", "Br", "C", "C", "N", "C", "C", "C", "C", "O", "O", "H", "H", "H", "C", "Si", "C", "C", "C", "C", "H", "H", "H", "H", "H", "H", "H", "H", "H"], "positions_angstrom": [[0.428, 0.892, -0.067], [5.553, 1.064, -2.105], [4.252, 0.889, -2.548], [3.207, 0.827, -1.640], [3.473, 0.941, -0.285], [4.777, 1.113, 0.170], [5.813, 1.175, -0.743], [2.356, 0.884, 0.621], [2.659, 0.990, 1.817], [1.611, 0.921, 2.781], [1.942, 1.271, 4.080], [0.926, 1.264, 5.024], [-0.349, 0.883, 4.639], [-0.562, 0.500, 3.317], [0.406, 0.529, 2.418], [6.367, 1.122, -2.818], [4.043, 0.802, -3.606], [2.183, 0.699, -1.966], [4.962, 1.196, 1.230], [6.828, 1.313, -0.392], [2.959, 1.547, 4.319], [1.129, 1.552, 6.047], [-1.167, 0.874, 5.346], [-1.525, 0.145, 2.962], [-5.281, -4.663, -3.545], [-4.879, -3.881, -2.458], [-5.811, -3.155, -1.723], [-5.411, -2.422, -0.617], [-4.079, -2.410, -0.235], [-3.139, -3.122, -0.968], [-3.538, -3.853, -2.071], [-3.574, -1.496, 1.201], [-3.049, -2.435, 2.160], [-4.740, -0.726, 1.593], [-2.358, -0.597, 0.712], [-2.547, 0.386, -0.160], [-4.093, 1.039, -0.703], [-3.270, 2.199, -1.686], [-1.941, 2.073, -1.537], [-1.532, 1.060, -0.702], [-6.139, -4.374, -3.985], [-4.556, -4.874, -4.209], [-6.854, -3.167, -2.020], [-6.123, -1.848, -0.041], [-2.094, -3.069, -0.687], [-2.809, -4.412, -2.646], [-3.802, 2.907, -2.298], [-1.186, 2.663, -2.033], [-0.859, 7.688, 3.044], [-0.048, 7.010, 1.468], [0.463, 7.896, 0.534], [1.045, 7.487, -0.590], [1.127, 6.175, -0.804], [0.640, 5.219, 0.079], [0.033, 5.649, 1.249], [0.750, 3.745, -0.243], [1.294, 3.415, -1.300], [0.265, 2.971, 0.649], [0.400, 8.965, 0.697], [1.603, 5.848, -1.719], [-0.357, 4.922, 1.947], [3.210, -4.004, 0.401], [1.498, -3.907, -0.368], [0.306, -4.832, 0.749], [1.605, -4.686, -2.077], [1.039, -2.161, -0.528], [0.729, -0.982, -0.524], [3.582, -5.033, 0.423], [3.182, -3.633, 1.428], [3.923, -3.393, -0.156], [0.097, -5.843, 0.392], [-0.643, -4.304, 0.858], [0.740, -4.911, 1.749], [1.530, -5.776, -2.036], [2.564, -4.429, -2.533], [0.818, -4.313, -2.734]]}

---

No. 5
{"formula": "C31H29F12N4O2S2V", "method": "ωB97M-V/def2-TZVPD", "spin_multiplicity": 3, "de_lowest_kj_mol": 223.54, "fmax_ev_per_a": 1.4, "total_charge": -2, "orbital_gap_ha": [0.206, 0.229], "s_squared": 2.01, "species": ["V", "C", "C", "C", "C", "C", "N", "C", "C", "C", "C", "C", "C", "C", "C", "O", "C", "F", "F", "F", "C", "F", "F", "F", "C", "C", "C", "O", "C", "F", "F", "F", "C", "F", "F", "F", "H", "H", "H", "H", "H", "H", "H", "H", "H", "H", "H", "H", "S", "C", "N", "C", "C", "C", "N", "H", "H", "H", "H", "H", "H", "H", "H", "C", "C", "C", "C", "C", "C", "H", "H", "H", "H", "H", "H", "H", "H", "H", "S", "C", "N"], "positions_angstrom": [[-0.707, 0.350, 0.733], [2.587, -5.643, -0.677], [2.268, -4.266, -0.172], [3.240, -3.294, -0.003], [2.911, -2.016, 0.399], [1.580, -1.606, 0.631], [1.239, -0.316, 0.908], [2.158, 0.701, 0.956], [3.169, 0.884, 0.000], [4.050, 1.944, 0.057], [3.966, 2.894, 1.067], [4.908, 4.065, 1.135], [2.936, 2.757, 1.990], [2.036, 1.703, 1.946], [0.824, 1.638, 2.873], [-0.283, 1.299, 2.166], [1.054, 0.633, 4.025], [-0.073, 0.344, 4.680], [1.600, -0.510, 3.616], [1.917, 1.148, 4.949], [0.441, 3.020, 3.465], [-0.703, 2.946, 4.160], [1.351, 3.568, 4.319], [0.257, 3.913, 2.485], [0.617, -2.661, 0.659], [0.977, -3.922, 0.209], [-0.753, -2.549, 1.345], [-1.127, -1.318, 1.778], [-0.649, -3.368, 2.674], [-0.324, -4.685, 2.563], [0.296, -2.841, 3.474], [-1.804, -3.333, 3.369], [-1.897, -3.205, 0.444], [-1.527, -3.331, -0.859], [-2.157, -4.512, 0.803], [-0.881, -0.648, -0.737], [3.644, -5.726, -0.932], [2.009, -5.884, -1.572], [2.362, -6.409, 0.068], [4.283, -3.532, -0.191], [3.714, -1.309, 0.548], [3.217, 0.199, -0.834], [4.805, 2.047, -0.715], [5.733, 3.940, 0.434], [5.331, 4.180, 2.134], [4.401, 5.000, 0.887], [2.841, 3.510, 2.758], [0.218, -4.693, 0.188], [-3.399, -2.211, 0.594], [-4.368, -2.850, -0.777], [-3.916, -2.661, -2.087], [-4.742, -1.781, -2.910], [-5.311, -0.658, -2.051], [-6.244, -1.280, -1.018], [-5.747, -2.626, -0.644], [-2.936, -2.416, -2.105], [-5.561, -2.364, -3.351], [-4.128, -1.398, -3.729], [-5.846, 0.084, -2.645], [-4.485, -0.147, -1.550], [-7.249, -1.401, -1.443], [-6.316, -0.623, -0.149], [-6.048, -2.879, 0.287], [0.840, 4.678, -2.403], [0.709, 3.189, -2.749], [2.076, 2.649, -3.188], [-0.297, 3.018, -3.894], [0.243, 2.441, -1.575], [-0.136, 1.847, -0.590], [1.121, 5.256, -3.289], [1.599, 4.822, -1.635], [-0.105, 5.061, -2.019], [2.391, 3.117, -4.126], [2.025, 1.570, -3.332], [2.825, 2.850, -2.424], [0.084, 3.473, -4.812], [-1.247, 3.486, -3.637], [-0.485, 1.960, -4.073], [-5.118, 2.132, 1.363], [-3.658, 1.505, 1.024], [-2.623, 1.054, 0.732]]}

---

No. 6
{"formula": "C31H29IO18Si", "method": "ωB97M-V/def2-TZVPD", "smiles": "C[Si](C)(C)[C@@]1(I)CCC(=O)O1.O=C1C=C(O)C(=O)C=C1O.O=C1C=C(O)C(=O)C=C1O.O=C1C=C(O)C(=O)C=C1O.O=C1C=C(O)C(=O)C=C1O", "fmax_ev_per_a": 4.4, "orbital_gap_ha": 0.283, "species": ["C", "Si", "C", "C", "C", "I", "C", "C", "C", "O", "O", "H", "H", "H", "H", "H", "H", "H", "H", "H", "H", "H", "H", "H", "O", "C", "C", "C", "O", "C", "O", "C", "C", "O", "H", "H", "H", "H", "O", "C", "C", "C", "O", "C", "O", "C", "C", "O", "H", "H", "H", "H", "O", "C", "C", "C", "O", "C", "O", "C", "C", "O", "H", "H", "H", "H", "O", "C", "C", "C", "O", "C", "O", "C", "C", "O", "H", "H", "H", "H"], "positions_angstrom": [[-0.894, -1.359, 2.321], [-0.385, -0.517, 0.688], [-2.011, -0.049, -0.179], [0.671, 0.982, 1.157], [0.694, -1.677, -0.428], [1.886, -0.463, -1.841], [1.766, -2.362, 0.497], [1.139, -3.804, 0.481], [0.202, -3.857, -0.734], [-0.263, -4.795, -1.199], [-0.001, -2.588, -1.266], [-1.927, -1.739, 2.258], [-0.882, -0.573, 3.092], [-0.232, -2.180, 2.635], [-2.633, -0.961, -0.146], [-1.873, 0.305, -1.201], [-2.490, 0.693, 0.482], [1.731, 0.887, 0.895], [0.264, 1.911, 0.730], [0.653, 1.086, 2.258], [1.866, -1.827, 1.444], [2.663, -2.450, -0.126], [1.918, -4.575, 0.530], [0.655, -3.879, 1.471], [5.540, 3.280, 4.557], [5.517, 2.759, 3.458], [4.636, 1.644, 3.125], [4.667, 1.102, 1.903], [3.873, 0.082, 1.561], [5.595, 1.608, 0.842], [5.594, 1.066, -0.247], [6.458, 2.738, 1.167], [6.426, 3.283, 2.388], [7.200, 4.320, 2.723], [3.972, 1.286, 3.899], [4.091, -0.121, 0.628], [7.112, 3.106, 0.388], [6.987, 4.519, 3.655], [-3.144, 6.849, -4.250], [-3.163, 5.745, -3.738], [-4.230, 4.778, -3.970], [-4.202, 3.585, -3.365], [-5.159, 2.673, -3.554], [-3.092, 3.202, -2.435], [-3.126, 2.110, -1.896], [-2.013, 4.159, -2.221], [-2.038, 5.351, -2.828], [-1.069, 6.253, -2.659], [-5.026, 5.067, -4.641], [-4.907, 1.904, -3.006], [-1.209, 3.864, -1.561], [-1.325, 7.023, -3.203], [-0.746, -3.582, -6.040], [0.368, -4.050, -5.899], [0.992, -4.245, -4.595], [2.227, -4.749, -4.505], [2.830, -4.944, -3.325], [3.012, -5.125, -5.723], [4.140, -5.563, -5.585], [2.380, -4.953, -7.027], [1.143, -4.452, -7.117], [0.531, -4.281, -8.292], [0.417, -3.968, -3.722], [3.709, -5.313, -3.537], [2.950, -5.244, -7.899], [-0.346, -3.905, -8.081], [-6.177, -0.356, 7.487], [-5.335, -0.029, 6.673], [-5.621, 0.126, 5.250], [-4.647, 0.473, 4.401], [-4.871, 0.626, 3.092], [-3.245, 0.711, 4.869], [-2.394, 1.007, 4.050], [-2.963, 0.580, 6.294], [-3.937, 0.236, 7.145], [-3.720, 0.108, 8.455], [-6.636, -0.051, 4.924], [-4.011, 0.875, 2.702], [-1.951, 0.771, 6.621], [-4.579, -0.148, 8.843]]}